# 1
DFT (wB97M-V/def2-TZVPD) results for 16 unconnected molecules or ions with the total composition C3H38O15S2 at a distorted geometry.

As for the highest occupied orbital energy: -8.79 eV. For the total energy, the calculation gives -56108.76186 eV. For the strongest force on any atom, the calculation gives 5.3 eV Å⁻¹.

The geometry in ORCA input format:
```
! wB97M-V def2-TZVPD RIJCOSX def2/J DEFGRID3
* xyz 0 1
H 0.0743 -4.6112 -1.3197
H 3.6935 -2.1957 -0.6351
H 2.1176 -1.0405 3.5635
O 1.4514 -0.4979 3.1519
H 0.5088 3.8435 -0.0492
O -1.5552 2.2126 0.7760
O 0.0713 -3.7510 0.6246
H 0.5994 1.0414 0.6086
H -2.7526 2.5597 -2.2407
H 3.7983 0.8987 3.2699
H -3.1248 -1.9511 1.3502
H 1.0975 1.9861 2.1056
H -0.1022 0.8683 4.3043
O 1.1809 3.2588 -0.5273
H -2.9187 1.0056 2.0838
H 1.5526 2.8070 0.2099
O -1.3941 -2.0482 -2.2099
H 1.1818 -1.5837 -0.4545
H 0.9718 -3.4957 0.7129
H 1.5672 1.1475 -1.9498
O 0.0810 2.4417 -2.9670
H -1.0465 -0.2316 -3.0610
H -0.8271 0.3314 -0.4087
O -0.2047 0.0204 -3.4446
H 4.7653 1.1577 1.8466
H 0.3192 -0.7320 -3.2704
S 4.5305 -1.4723 -1.4173
O -0.8415 -4.7944 -1.5406
H -0.4416 -3.3811 1.2673
O 3.8740 1.1863 2.2817
H -3.3881 0.1049 -1.8244
H -1.2438 -2.0511 -1.2493
O -3.6237 -0.7962 -1.5830
H 0.3336 1.7125 -3.5986
C 2.0602 0.1119 -1.6388
H -3.3388 -1.4607 0.0622
H -0.6733 2.2194 0.8935
H -0.7580 2.0432 3.9406
O -0.8264 1.3245 4.5507
H -1.4272 -3.0362 -2.2513
H 0.5861 -0.7724 3.5720
C 1.3936 -0.4824 -0.4309
C 0.1251 0.1523 0.1880
H -1.2252 -4.8129 -0.6480
O 1.6974 2.6778 2.0639
O -2.0901 1.9202 -1.7704
H -2.9678 -1.3278 -1.9563
H 2.1133 -0.5610 0.4020
O -3.7122 0.3547 2.0326
H -4.3921 0.9877 2.1026
H -1.2547 1.9582 -2.3125
S 3.7746 0.4783 -1.4090
H -0.1022 -0.5582 1.1008
H 2.4617 2.1707 2.1537
H 0.9045 2.8292 -2.7155
H 1.8665 -0.3200 -2.6647
H -1.7789 2.3463 -0.1668
O -2.7417 -2.1931 0.4959
*
```


# 2
DFT (wB97M-V/def2-TZVPD) results for a gas-phase ion, C6H11N5 (charge +2) at a distorted geometry.

As for the highest occupied orbital energy: -17.57 eV. Its SMILES is C[N@@H+]1\C=C/N=C(N)/[NH+]=C\N=C\1. For the total energy, the calculation gives -13832.39814 eV. For the strongest force on any atom, the calculation gives 3.2 eV Å⁻¹.

The geometry in ORCA input format:
```
! wB97M-V def2-TZVPD RIJCOSX def2/J DEFGRID3
* xyz 2 1
H -0.8963 2.4895 0.7745
N 2.4517 -0.1219 0.1111
H -3.4859 -1.5201 -0.3069
N 0.7321 -1.6593 -0.2096
C 1.9605 -1.3814 -0.0050
H 3.3216 2.0949 0.9853
C -1.7773 0.6035 0.4407
H 3.4491 -0.0397 0.2811
N -1.5108 -0.7900 0.0045
C 1.7031 1.0360 0.3113
H -2.7849 0.8183 0.7518
C -0.7634 1.4671 0.4457
H 1.8634 2.9874 0.9102
N 0.4343 0.9876 0.0100
C -2.5954 -1.2858 -0.8917
H -0.2520 -0.6249 -1.7096
H -2.2752 -2.1907 -1.4056
N 2.3295 2.0982 0.7869
H -2.8569 -0.5187 -1.6221
C -0.2125 -0.8584 -0.6452
H 2.6582 -2.1987 0.1387
H -1.4928 -1.3930 0.8439
*
```


# 3
DFT (wB97M-V/def2-TZVPD) results for 6 unconnected molecules or ions with the total composition C27H50ClN8.

As for the highest occupied orbital energy: -12.67 eV. For the total energy, the calculation gives -53247.52008 eV. For the strongest force on any atom, the calculation gives 0.6 eV Å⁻¹.

The geometry in ORCA input format:
```
! wB97M-V def2-TZVPD RIJCOSX def2/J DEFGRID3
* xyz 1 1
H -0.3141 -0.4411 -0.3844
C 2.6977 -2.5114 -0.9351
C 3.8616 5.1095 -4.5780
H -2.3363 -7.2979 -0.6760
C -0.2308 -4.6990 -0.2883
H 0.0022 -7.9011 -1.3984
H -1.0887 0.0341 8.1335
N 1.8175 3.2441 -4.5299
C -1.9511 -0.1704 7.4982
H -4.6694 -4.2578 1.1638
H 3.8552 4.8642 -2.4360
H -2.6050 1.7444 1.7186
C 0.5695 1.0397 0.7600
H 1.2485 -6.1448 -0.1976
C -2.1847 -3.0733 3.3197
H -3.3986 0.5010 8.9496
H 0.9955 2.6536 -4.5220
C -4.2986 -3.7086 2.0290
N 2.7051 5.1563 -5.4938
C 1.7229 4.2488 -5.3980
C 3.1907 -3.8833 -0.8440
C 0.1589 -6.1068 -0.2499
C -1.8810 -6.8674 -1.5700
N -2.6968 -0.5234 3.1572
C 2.3359 3.5157 -3.1761
C -1.6882 1.2366 -0.1758
C -0.3611 -6.8756 -1.4702
H 1.6330 -2.5800 -1.1615
H -2.3286 -3.3796 1.2110
H -1.3564 2.8835 1.2013
C -0.6200 0.2833 0.3733
H 2.9628 5.3124 -6.4586
H -1.1001 -3.1922 3.3321
H -2.5323 0.6484 -0.5378
H 3.2941 -2.1566 -2.9731
N 0.6671 4.4088 -6.2077
H -4.7704 -4.1276 2.9195
H -2.2653 -5.8528 -1.6907
H 4.4661 3.5047 -3.3073
N 1.4974 1.6444 1.0675
H 0.2249 6.9801 -2.7888
H 0.4232 5.3433 -6.4866
H -2.9368 2.8973 0.4215
C 1.5102 5.5917 -1.7229
H 5.4198 -2.5268 -1.7022
N -2.5173 -2.7129 7.6791
C 3.6741 4.2506 -3.3109
H 2.4931 5.6757 -1.2599
H 5.4168 -0.9393 -2.4612
N 3.5435 -4.9743 -0.7809
H 4.0996 6.1331 -4.2962
H -2.4825 -4.8498 2.1610
H -4.1407 0.6650 5.9759
H 1.2356 3.5306 -1.3305
H -2.5744 -3.4652 4.2618
C -2.7801 -3.8003 2.1085
H -2.8391 1.7456 7.8474
H 0.0895 3.6412 -6.5047
H 0.8068 5.7274 -0.8996
H 4.7145 4.7444 -5.1485
N -0.5341 -3.5907 -0.3179
H -4.6274 -2.6728 1.9289
H 5.0962 -1.0875 -0.7321
C -3.1475 0.7006 7.9065
C 3.4391 -1.6916 -1.9959
H 2.5455 2.5346 -2.7573
C 4.9280 -1.5535 -1.7046
H -1.2517 1.7590 -1.0296
H -5.1848 1.1299 7.3215
C -2.1743 2.2489 0.8538
Cl -0.3803 4.0474 -2.8911
H 2.8007 -2.0447 0.0470
H 1.6353 6.4806 -3.7332
H -2.2141 -7.4509 -2.4275
C -4.3687 0.4710 7.0260
H 0.0760 -6.4475 -2.3741
C 1.2783 6.7166 -2.7296
H 2.9757 -0.7030 -2.0390
H -4.7262 -0.5563 7.1104
C 1.2857 4.1685 -2.2117
H -1.6687 0.0442 6.4653
C -2.4781 -1.6462 3.2573
H 1.8138 7.6104 -2.4102
H -0.2371 -6.5386 0.6720
C -2.2645 -1.5958 7.5986
H -1.0018 -0.2731 1.2297
*
```


# 4
DFT (wB97M-V/def2-TZVPD) results for 5 unconnected molecules or ions with the total composition C30H69BN2O13PS3 at a distorted geometry.

As for the highest occupied orbital energy: -10.40 eV. For the total energy, the calculation gives -104286.69911 eV. For the strongest force on any atom, the calculation gives 2.3 eV Å⁻¹.

The geometry in ORCA input format:
```
! wB97M-V def2-TZVPD RIJCOSX def2/J DEFGRID3
* xyz 1 1
C 2.4118 0.9450 -0.2199
C -1.9025 1.3375 -0.3016
H -2.7625 3.3288 -1.6647
O 1.1239 -6.3941 -0.8619
H 0.4709 -12.2583 -2.7042
H 2.2418 1.8172 0.4112
S -3.1438 -2.1780 0.7265
H 1.8022 -7.2347 0.9290
H -5.4914 2.5382 2.6378
C -3.9601 5.2655 -5.0577
H -3.9191 -10.9193 -2.5687
C 3.5136 4.3754 8.2543
H -4.6680 2.5115 1.0988
H 1.3992 -11.1576 -3.7426
C -3.5737 6.5223 -5.8074
H 3.4211 3.4062 7.7596
O 3.3971 5.4500 7.3363
N 4.8358 -0.5726 -0.7855
C 4.9337 -1.2578 0.2417
C -4.5506 2.2845 2.1552
H 2.8763 -4.8641 0.1810
O 2.6814 3.4897 5.2635
H -3.2620 9.1877 -5.0202
H -1.5980 4.8084 -0.3662
B 4.4894 1.9156 -2.3444
C 4.6679 1.6356 2.4823
C 0.4805 -0.1897 0.9152
C -2.4868 -0.7055 0.8508
H -2.2957 -9.0416 -2.0545
C -1.0962 1.9601 -1.4423
H 1.1364 2.5750 6.2225
C -0.3978 -9.1241 -3.0684
C 1.9627 -0.3083 0.5400
C -0.4006 -0.6114 -0.2811
H -2.9519 1.5550 -0.4878
H 5.1027 2.3448 3.1817
H -4.8603 9.0961 -4.2535
H -5.7060 6.4304 -3.6118
H -3.1110 -12.0205 -3.7029
O -3.8772 5.4282 -3.6494
H -0.0079 -8.2620 -2.5161
H 3.8251 4.7037 4.0941
H -1.6492 1.8397 0.6329
N -1.7784 -0.1251 -0.2209
H 1.2413 4.3203 6.5225
H -2.7202 3.4375 1.9827
H 0.6410 3.7193 4.9562
H -2.9638 2.7413 3.5993
C 1.3540 3.5404 5.7687
H 0.2427 0.8203 1.2369
C -1.9094 -9.0439 -3.0794
H 2.6944 -7.6566 -0.5454
O 6.6076 2.0642 0.7119
H 4.4729 4.4224 8.7792
C 1.7048 -7.4689 -0.1326
H 5.0303 0.4478 -3.4694
H -0.0058 -9.0740 -4.0892
C 2.6621 -4.5079 1.1915
H -3.8874 4.1257 3.0721
H 4.9598 0.6135 2.6969
P 4.1941 0.9654 -0.6166
C -2.9628 -11.1699 -3.0402
O 5.2879 1.3612 -3.2724
H -2.5475 6.8133 -5.5589
H -4.9321 6.1066 -2.0490
H 3.5897 1.7735 2.5128
C 0.0177 -5.8041 -0.2017
H 2.9766 3.1603 -2.1753
H 0.0593 -0.3572 -1.2334
H -5.7144 4.7813 -2.9366
H 0.8154 -3.8069 -0.1904
H 2.4259 5.5034 4.8211
H 3.3291 -5.0081 1.8918
C -5.1291 5.7015 -3.0408
H 2.7115 4.4782 8.9825
C -1.7031 3.2962 -1.9058
H -1.6444 3.3503 -2.9886
O 4.6419 3.4903 0.6677
H 2.8500 -3.4257 1.2457
C -4.3571 0.7731 2.3458
H -4.8627 0.4207 3.2376
H -3.2627 4.4675 -5.3329
H 2.0963 -1.2018 -0.0703
C 4.1158 5.2607 6.1344
H -0.4542 -1.6974 -0.2570
H -0.4426 -6.5124 0.4933
H 0.2961 -0.9168 1.7016
H 2.5609 -0.4627 1.4374
H -3.6131 6.3112 -6.8801
O -2.5009 -10.0878 -3.8306
H -4.9662 4.9474 -5.3466
H -0.7233 -5.5535 -0.9674
H -1.0064 1.2767 -2.2822
O -4.4674 7.5905 -5.5577
H 1.1004 -8.3739 -0.2487
H -2.2030 -8.1017 -3.5534
C -1.0490 4.5292 -1.2618
H 4.5363 6.2303 5.8516
O 4.9534 -1.9025 1.1863
H -2.2420 -11.4435 -2.2670
H 1.8812 1.0335 -1.1646
C 0.4030 -4.5330 0.5219
H -0.4973 -4.0974 0.9672
S -2.6311 0.1971 2.4069
H -0.1044 2.1928 -1.0491
O 3.8961 3.1151 -2.4686
C 0.4189 -11.3426 -3.2905
C 3.2251 4.7806 5.0081
H -3.5662 8.0032 -3.7227
O 0.0717 -10.2885 -2.4086
H 4.9473 4.5642 6.2872
S 5.1927 2.1815 0.8830
H -0.0173 4.3258 -0.9830
C -4.0046 8.5108 -4.5849
H -1.1069 5.3734 -1.9409
O 1.3296 -4.7755 1.5720
H -0.3230 -11.4697 -4.0810
H -4.8133 0.2479 1.5117
C -3.4567 3.1840 2.7397
*
```


# 5
DFT (wB97M-V/def2-TZVPD) results for 4 unconnected molecules or ions with the total composition C15H34BF2NO12S3.

As for the highest occupied orbital energy: -10.35 eV. Its SMILES is O=C(F)N(BCCCCO)C(=O)F.CCOS(C)(=O)=O.CCOS(C)(=O)=O.CCOS(C)(=O)=O. For the total energy, the calculation gives -80783.06462 eV. For the strongest force on any atom, the calculation gives 0.9 eV Å⁻¹.

The geometry in ORCA input format:
```
! wB97M-V def2-TZVPD RIJCOSX def2/J DEFGRID3
* xyz 0 1
O -3.1510 -2.1703 -3.9865
H -5.5582 -3.3856 -1.7019
S 0.2372 -3.0728 3.2493
O -3.2647 1.5278 2.4398
H -2.1158 -0.4199 3.8397
F 6.8334 3.9393 0.2707
O 0.0333 -4.3730 3.8064
H 3.1082 2.8486 -0.5381
C -3.8267 2.4608 1.4749
H -6.2578 -5.0010 -3.5028
H 3.0959 -5.1977 2.6825
H -0.8254 4.7717 -1.3934
H 0.6424 1.7658 -0.8290
O 1.4478 -3.1100 2.2304
C 2.7576 2.0733 -1.2285
O -1.0782 0.8095 1.5537
C -4.8840 -4.1336 -2.1205
H -2.5420 2.0630 -0.2119
O -3.5255 -3.6318 -2.0303
H 4.2665 -4.3176 3.6820
H -2.1261 1.0237 4.8986
H 3.1087 2.3768 -3.3722
H 5.6878 2.8592 -3.4472
S -3.2555 -2.1600 -2.5606
H 1.0492 1.9811 -2.5561
H -3.9542 1.0068 -0.1046
O -1.2588 2.8593 2.9212
H 1.3247 4.2215 -0.5129
H -4.5559 -5.2282 -3.9451
H -1.0249 -2.7694 -2.2117
C 5.8965 5.0510 -1.7957
O 5.5996 2.1067 0.1304
H -4.8856 2.4771 1.7237
C 3.6630 2.0408 -2.4759
C 0.8791 3.7880 -1.4209
C 1.2691 2.3203 -1.5361
H -1.7496 -1.9733 -0.7726
F 7.1670 4.9017 -2.2073
N 5.3291 3.8085 -1.3848
H 3.4105 -2.8137 1.9264
H -4.8828 -4.9963 -1.4577
O 0.4302 -1.9581 4.1318
C -1.6590 -1.9621 -1.8551
C -3.5999 2.0237 0.0458
S -1.6947 1.5272 2.6349
B 4.9529 2.8795 -2.5089
H 2.8455 -2.2461 3.4963
H -1.0219 -3.4788 1.3141
C 5.8897 3.1637 -0.2963
H -0.5813 0.3542 4.2905
C -1.0308 -2.7128 2.0861
H -0.8635 -1.7189 1.6735
H -1.9711 -2.7480 2.6336
H 1.2473 4.3593 -2.2877
O -4.1956 -1.2764 -1.9389
O -0.5429 3.8514 -1.3605
H -4.1390 2.6855 -0.6327
H 2.8577 1.1277 -0.6885
O 5.3348 6.0773 -1.8339
H -5.3274 -3.6607 -4.1862
C 3.2161 -4.3835 3.3968
C -5.2767 -4.5257 -3.5275
H 2.6312 -4.6217 4.2834
H -3.4189 3.4531 1.6726
C -1.6325 0.5242 4.0700
H -1.2768 -1.0010 -2.1940
C 2.7904 -3.0688 2.7827
H 3.9521 1.0077 -2.7270
*
```


# 6
DFT (wB97M-V/def2-TZVPD) results for a molecular structure, C28H42BBiN7O4 at a distorted geometry.

As for the highest occupied orbital energy: -9.12 eV. For the total energy, the calculation gives -54850.48565 eV. For the strongest force on any atom, the calculation gives 1.7 eV Å⁻¹.

The geometry in ORCA input format:
```
! wB97M-V def2-TZVPD RIJCOSX def2/J DEFGRID3
* xyz 1 1
H -1.0681 -3.4775 3.7373
H -0.1433 -0.8459 5.5103
C -4.3452 -4.3275 3.8510
C 5.0593 1.9771 -1.9883
H -0.6965 2.9249 0.3933
Bi 0.1534 0.6094 -0.7814
H -2.7005 -0.7086 -2.0912
H 5.2494 1.0342 -2.4960
H 4.0789 5.0600 0.2700
H -3.8235 0.3876 -0.3611
C -3.2065 -5.5557 2.1312
H 3.6547 1.9205 2.0576
H 0.9140 3.6909 -1.1443
N -0.0237 1.8809 -3.1778
C -4.3036 -0.6287 1.4837
H -0.7075 -0.6694 -3.2459
C -0.2981 3.2954 -2.9152
H -1.8275 2.6804 -0.8016
H -0.5590 1.2097 -5.1089
O 0.4375 0.8507 1.3950
N 1.7392 -0.5856 -2.6597
C 5.6001 0.8912 0.1889
H 5.9840 2.5430 -1.9556
H 4.2471 4.4345 -1.3660
H 1.0366 -0.2460 -4.5859
C 4.1028 2.8388 1.6877
H -5.0420 -6.3257 0.3302
H 2.5569 -0.3664 -2.0959
B 2.2489 1.5983 -0.5472
H -5.3260 -0.8348 1.2100
C -3.8116 -0.9905 2.7127
C -1.6935 -0.0427 2.0542
H -1.3326 3.5067 -3.1913
H -5.3007 -5.7588 2.6078
C -0.3319 0.2820 2.3148
H 2.7242 0.2215 -4.3649
H 5.1429 2.8935 1.9937
H -5.2428 -4.0954 4.4011
H 5.5911 4.2908 -0.2160
N -2.2124 0.3436 0.8715
H 2.0185 2.0957 -2.8956
N -0.8338 2.7442 -0.5966
C 1.7370 0.2093 -3.8838
C 4.5410 1.6694 -0.5788
H -1.9624 -0.5905 -4.4965
N -3.2212 -2.7352 5.2143
C 1.3496 1.6746 -3.6460
C -0.9937 1.2927 -4.1064
C -2.0146 -4.9188 2.4920
H 4.3187 2.5285 -2.5633
H 0.3386 3.9437 -3.5282
H 1.5089 2.2121 -4.5950
O 2.5539 2.8499 -0.1269
C 4.5108 4.2612 -0.3265
H 6.4456 1.5354 0.4127
O 3.3669 0.8476 -0.7591
H -4.7086 -7.7362 1.3734
H -1.1113 -5.2055 1.9774
H -3.9785 -7.6355 -0.2437
C -4.2861 -7.0590 0.6271
C -1.5233 -0.0633 -3.6355
H 1.1964 0.2995 3.7892
H 3.5647 3.6710 2.1319
N -2.4700 0.1620 -2.5547
H -0.5228 4.7149 -1.3319
C 3.9692 2.9245 0.1668
C -0.1317 3.6988 -1.4475
H -1.8620 1.9481 -4.1929
C -2.4667 -0.7325 3.0314
H 1.7604 -1.5750 -2.8798
C -4.3730 -5.2589 2.8345
H 5.1974 0.4916 1.1133
H -3.3354 0.5504 -2.9187
O -3.1170 -6.4269 1.0973
C 0.1779 0.0128 3.5774
C -1.9995 -3.9529 3.4679
C -3.1764 -3.6274 4.1544
H 5.9480 0.0618 -0.4217
C -0.5820 -0.6217 4.5500
C -3.4569 0.0471 0.5987
N -2.5737 -1.6935 5.2872
C -1.8665 -1.0705 4.2821
H -4.4611 -1.4499 3.4425
*
```


# 7
DFT (wB97M-V/def2-TZVPD) results for a gas-phase ion, C9H13N2 (charge +1) at a distorted geometry.

As for the highest occupied orbital energy (spin up / spin down): -11.52 / -11.52 eV. Its SMILES is C=[N+](C)/C=C\c1ccc(C)[nH]1. For the total energy, the calculation gives -12514.77813 eV. For the strongest force on any atom, the calculation gives 4.7 eV Å⁻¹.

The geometry in ORCA input format:
```
! wB97M-V def2-TZVPD RIJCOSX def2/J DEFGRID3
* xyz 1 1
C 2.1228 0.8436 0.9901
H -4.6200 -0.6366 0.9565
H 3.6121 0.5155 -1.6846
C -0.5225 -0.5545 -0.0448
C 1.9272 -1.2375 -0.1363
N 2.4892 -0.0083 0.1199
H 2.6765 -1.9672 -0.4647
H -2.2724 -1.9269 0.2541
C -2.7455 0.2317 -0.0473
C 3.7796 0.2502 -0.5833
H 1.2010 0.6585 1.6545
C -4.2780 -0.0346 0.1005
C 0.5702 -1.4924 -0.1000
C -1.9058 1.3563 -0.0767
H -4.7773 0.9749 0.0126
H 4.4838 -0.6350 -0.5278
H -2.1397 2.3410 -0.0274
H 0.3568 1.3609 -0.2356
C -0.5983 0.8120 -0.1734
H -4.5256 -0.5321 -0.8240
H 0.1206 -2.4694 -0.0961
H 2.6466 1.8654 0.9846
H 4.3459 1.2035 -0.0647
N -1.9473 -0.9187 0.0140
*
```


# 8
DFT (wB97M-V/def2-TZVPD) results for 2 unconnected molecules or ions with the total composition C4H12NO2S at a distorted geometry.

As for the highest occupied orbital energy: -3.99 eV. For the total energy, the calculation gives -20761.70857 eV. For the strongest force on any atom, the calculation gives 7.3 eV Å⁻¹.

The geometry in ORCA input format:
```
! wB97M-V def2-TZVPD RIJCOSX def2/J DEFGRID3
* xyz -1 1
H 0.0818 1.9792 -0.5614
H -1.4097 -2.9813 3.3278
H 2.3582 2.5456 -0.2481
C -0.0003 0.9032 -0.7999
H -1.2257 -0.5436 -0.4619
H 1.5920 0.2514 0.4124
O -0.1898 -1.3050 1.7470
S 2.7036 1.6260 -1.3548
H -0.1698 -0.3431 -2.5618
O -1.0993 -3.5308 2.7180
C 1.4348 0.4510 -0.6727
C -0.5947 -0.0789 1.5275
C -0.5026 0.7436 -2.3066
H -1.6613 0.1543 2.0178
H -1.5837 0.9227 -2.4425
H 1.7609 -0.4866 -1.1985
H 0.1348 0.7132 1.9848
H 0.0120 1.3928 -3.0988
H -0.7156 -2.6798 1.9708
N -0.9256 0.2663 0.0011
*
```


Question: Among the records above, which one has the lowest strongest force on any atom?
Answer: C27H50ClN8